{"formula": "C22H36HfN7OS2Te", "method": "ωB97M-V/def2-TZVPD", "total_charge": 3, "orbital_gap_ev": 7.9, "e_lumo_ha": -0.336, "homo_ev": -17.0, "energy_ev": -66126.7971, "de_lowest_kcal_mol": 3.4, "symbols": ["Hf", "Te", "S", "S", "O", "N", "N", "N", "N", "N", "N", "N", "C", "C", "C", "C", "C", "C", "C", "C", "C", "C", "C", "C", "C", "C", "C", "C", "C", "C", "C", "C", "C", "C", "H", "H", "H", "H", "H", "H", "H", "H", "H", "H", "H", "H", "H", "H", "H", "H", "H", "H", "H", "H", "H", "H", "H", "H", "H", "H", "H", "H", "H", "H", "H", "H", "H", "H", "H", "H"], "coordinates": [[0.060, -0.517, 0.463], [0.395, -3.194, -0.831], [-1.606, -1.485, 2.210], [1.847, -0.311, -1.411], [-2.338, 2.204, 1.708], [2.698, 2.253, -1.750], [1.578, -0.262, 2.053], [-1.629, 0.052, -0.914], [-0.246, 1.428, 1.038], [-3.937, -1.741, 0.905], [-3.988, -0.424, 2.765], [2.793, 0.862, -3.590], [3.365, 0.353, 4.050], [0.363, 1.842, 2.312], [2.480, 1.069, -2.318], [2.566, -1.132, 2.382], [3.885, 1.609, -4.260], [-3.312, -1.176, 1.934], [-2.173, 1.187, -0.412], [-3.220, 1.834, -1.013], [-3.158, 0.157, -2.728], [2.814, 2.431, -0.298], [2.364, 1.247, 3.712], [-0.909, -4.607, 0.070], [-5.393, -1.676, 0.718], [2.289, -0.272, -4.393], [3.471, -0.859, 3.368], [-1.611, 1.684, 0.904], [2.567, 3.526, -2.499], [1.483, 0.918, 2.708], [2.180, -4.116, -0.136], [-2.122, -0.449, -2.058], [-3.716, 1.319, -2.201], [-3.458, 0.341, 3.918], [3.479, 3.272, -0.116], [3.497, 2.292, -5.012], [4.524, 0.880, -4.752], [2.937, -1.140, -4.280], [2.182, -4.142, 0.948], [-4.975, -0.318, 2.585], [1.279, -0.536, -4.110], [-4.532, 1.815, -2.714], [-0.394, -5.564, 0.024], [-3.444, -2.496, 0.470], [-1.815, -4.660, -0.531], [2.130, 3.354, -3.476], [-1.667, -1.353, -2.433], [-3.626, 2.726, -0.553], [1.842, 2.650, 0.139], [-3.520, -0.272, -3.653], [-0.393, 1.861, 3.094], [4.480, 2.150, -3.537], [-3.144, 1.329, 3.604], [-2.627, -0.192, 4.363], [-1.124, -4.332, 1.098], [2.267, 2.198, 4.225], [2.160, -5.119, -0.544], [-5.720, -0.641, 0.611], [2.292, 0.037, -5.435], [-5.647, -2.202, -0.198], [4.069, 0.598, 4.838], [3.241, 1.550, 0.163], [-4.253, 0.427, 4.652], [4.248, -1.575, 3.602], [3.028, -3.563, -0.536], [-5.924, -2.147, 1.548], [2.608, -2.054, 1.820], [3.526, 4.030, -2.607], [0.739, 2.862, 2.232], [1.898, 4.176, -1.935]]}